Here is 18 unconnected molecules or ions with the total composition C72H180O36 in a non-equilibrium geometry from the Open Molecules 2025 dataset. Energies are from the ωB97M-V functional and the def2-TZVPD basis.

Calculated values
HOMO-LUMO gap ... 9.36 eV
E_HOMO ... -9.001 eV
Spin multiplicity ... 1
LUMO energy ... 0.36 eV
ΔE to the lowest compared entry with this formula, charge and spin ... 340.31 kJ/mol

XYZ file:
```
288
Properties=species:S:1:pos:R:3:forces:R:3:lowdin_charge:R:1
C -4.561397 -7.607434 5.598802 -0.45 0.55 -0.32 -0.111
O -3.489807 -8.130374 4.823832 -0.63 1.10 0.23 -0.171
C -2.578457 -7.128934 4.358362 0.39 -2.02 -1.53 -0.170
C -2.996047 -6.076404 3.288082 -0.95 0.99 -0.13 -0.178
O -4.315687 -6.256544 2.754532 -0.18 -0.61 0.15 -0.198
C -4.782967 -5.259894 1.827512 0.39 0.52 2.08 -0.075
H -4.380697 -6.567734 5.871722 0.34 0.04 0.44 0.081
H -4.786607 -8.210524 6.478382 0.47 -0.11 0.04 0.083
H -5.496467 -7.527524 5.044392 0.00 -0.34 -0.47 0.077
H -1.903647 -7.786804 3.810692 0.50 0.11 0.13 0.118
H -1.999637 -6.716704 5.184882 -0.33 0.47 0.07 0.110
H -2.332357 -6.002934 2.426562 0.57 -0.71 0.03 0.099
H -2.826827 -5.102704 3.747852 -0.72 0.48 0.13 0.098
H -4.305267 -5.264964 0.847772 0.08 -0.18 0.00 0.074
H -4.629077 -4.315594 2.349732 0.41 0.49 -0.55 0.062
H -5.871617 -5.284984 1.779472 0.06 -0.75 -0.33 0.089
C -3.639337 1.020386 -6.247218 -0.36 -0.11 0.80 -0.094
O -4.354987 -0.005384 -6.929788 -0.53 0.76 0.33 -0.175
C -5.225297 0.518966 -7.935658 0.20 -0.83 -1.00 -0.176
C -4.463767 0.479096 -9.270128 0.01 -0.31 -0.10 -0.148
O -4.469537 -0.867824 -9.832778 -0.42 1.11 1.47 -0.182
C -4.556897 -0.913534 -11.215108 1.05 0.33 -0.77 -0.143
H -2.616657 1.188676 -6.584718 -0.13 0.07 -0.63 0.058
H -3.527297 0.764596 -5.193598 -0.12 -0.54 0.12 0.074
H -4.226637 1.938006 -6.213318 0.23 0.26 -0.41 0.085
H -5.696627 1.474376 -7.705118 0.88 0.60 0.18 0.107
H -6.133377 -0.076404 -8.030578 0.31 -0.83 0.14 0.123
H -3.444087 0.801786 -9.059808 0.32 -0.25 0.04 0.114
H -4.798697 1.223996 -9.991958 -0.58 -0.15 -0.19 0.118
H -4.598217 -1.953684 -11.538358 -0.61 0.06 0.13 0.092
H -3.642947 -0.548934 -11.684018 0.48 0.20 -0.01 0.080
H -5.320587 -0.252404 -11.624718 -0.62 -0.36 0.02 0.082
C 0.376673 0.272846 -4.028158 0.31 0.22 -1.29 -0.077
O 1.098933 0.000736 -5.260988 0.14 0.79 1.13 -0.174
C 2.423843 -0.385404 -5.004758 2.10 -0.48 -0.74 -0.221
C 3.407973 0.512496 -4.185688 -2.24 0.89 0.42 -0.173
O 3.557103 1.875946 -4.599188 0.05 0.11 -0.08 -0.214
C 4.166123 2.039766 -5.859778 -0.48 -0.60 0.03 -0.108
H -0.634617 0.544296 -4.330988 -0.19 -0.64 0.01 0.084
H 0.711913 1.171506 -3.510358 0.64 -0.11 -0.05 0.068
H 0.460783 -0.592034 -3.370118 -0.33 0.06 0.10 0.088
H 2.955753 -0.600714 -5.931478 -0.48 0.58 -0.86 0.116
H 2.522773 -1.407694 -4.639758 -0.48 -0.08 1.08 0.100
H 4.377803 0.033886 -4.049798 0.00 -0.27 -0.16 0.114
H 2.898533 0.692496 -3.239028 0.43 -0.47 0.51 0.101
H 3.479263 1.655436 -6.613838 0.15 -0.05 -0.40 0.084
H 5.091483 1.463916 -5.874308 0.29 0.09 -0.30 0.090
H 4.344983 3.093526 -6.073528 0.07 -0.03 0.31 0.079
C -0.836617 3.090646 -7.658418 -0.87 -1.70 0.22 -0.106
O -2.129757 3.494996 -8.128498 1.13 2.78 0.83 -0.170
C -2.434997 4.792416 -7.523528 -2.60 -0.19 -0.71 -0.184
C -3.738787 5.365156 -8.130618 -0.22 -1.04 -1.03 -0.175
O -4.769637 4.327316 -8.164358 0.83 1.35 0.25 -0.190
C -6.093577 4.804946 -8.213618 -0.70 -0.10 -0.28 -0.134
H -0.940947 2.876896 -6.594688 0.35 0.20 0.32 0.079
H 0.059003 3.686006 -7.835948 -0.44 0.70 -0.28 0.084
H -0.665547 2.117096 -8.117808 0.11 0.00 -0.11 0.065
H -1.716897 5.606476 -7.622248 0.69 -0.46 -0.25 0.118
H -2.745837 4.754126 -6.479488 0.75 -0.86 0.50 0.118
H -3.553867 5.739276 -9.137568 -0.03 -0.39 -0.47 0.117
H -4.063307 6.274416 -7.624608 -0.10 -0.19 0.73 0.118
H -6.725147 3.974386 -8.528898 0.06 -0.20 0.28 0.082
H -6.345097 5.583376 -8.933958 0.77 0.24 -0.50 0.081
H -6.485577 5.215266 -7.282988 0.30 -0.23 0.52 0.083
C -3.398537 -2.048994 -3.034278 -0.53 -0.58 -0.78 -0.127
O -3.086527 -1.493724 -1.805298 0.66 0.44 0.97 -0.191
C -3.670507 -2.133024 -0.672208 0.67 0.14 -0.86 -0.182
C -3.296397 -1.426574 0.592252 -1.71 0.30 1.20 -0.177
O -4.225397 -1.943034 1.592232 1.07 0.60 1.17 -0.221
C -3.796697 -1.436004 2.919812 -0.76 -0.31 -1.91 -0.053
H -4.467767 -2.041784 -3.245918 -0.34 0.47 -0.02 0.090
H -3.163197 -3.106824 -3.151378 0.53 -0.33 0.36 0.077
H -2.866427 -1.516674 -3.822678 -0.05 0.16 0.14 0.078
H -3.272687 -3.144764 -0.593228 -0.53 -0.44 -0.24 0.110
H -4.751747 -2.045984 -0.779218 -0.19 -0.61 0.14 0.137
H -3.604667 -0.385714 0.493872 0.71 0.43 -0.16 0.132
H -2.281837 -1.542494 0.973462 0.17 0.05 -0.49 0.111
H -3.624017 -0.363114 2.835082 0.12 0.16 0.03 0.080
H -2.864297 -1.932584 3.188422 -0.17 -0.08 0.37 0.075
H -4.630517 -1.568264 3.609272 0.29 -0.40 0.05 0.067
C 5.455483 1.361816 -0.892548 -0.50 -1.02 -0.85 -0.065
O 6.393483 0.446866 -0.233398 -1.45 0.92 -0.62 -0.166
C 7.420393 1.222266 0.284372 1.97 0.29 1.27 -0.232
C 8.458523 0.507896 1.210682 -0.37 -1.00 -0.88 -0.149
O 9.326223 -0.389774 0.478822 -0.37 0.12 0.09 -0.184
C 9.289293 -1.732744 0.908242 -0.10 -0.34 0.47 -0.127
H 4.619943 1.761456 -0.317868 0.27 -0.38 0.92 0.072
H 4.991243 0.816506 -1.714258 0.02 -0.36 0.07 0.071
H 5.825153 2.264016 -1.379868 1.06 -0.21 0.32 0.068
H 7.015913 2.026566 0.898862 -0.13 0.32 0.10 0.121
H 7.976593 1.668466 -0.540038 0.19 0.21 -0.10 0.125
H 7.959223 -0.038244 2.011012 -0.32 -0.21 -0.05 0.110
H 9.118723 1.202946 1.729472 -0.18 0.54 -0.32 0.121
H 9.433393 -1.843124 1.983022 0.08 0.31 0.32 0.075
H 10.088133 -2.325724 0.462882 0.06 0.40 -0.39 0.085
H 8.344643 -2.240294 0.712992 -0.29 0.14 -0.31 0.073
C 1.959203 5.286266 -5.626688 0.56 0.07 -0.78 -0.115
O 1.637903 6.072766 -4.519668 1.33 0.83 0.61 -0.144
C 0.350073 5.745226 -4.154868 -1.45 -1.34 -0.28 -0.266
C -0.125847 6.255076 -2.821238 1.15 1.47 -0.76 -0.153
O -0.201057 7.693556 -2.755098 0.32 0.25 -0.22 -0.179
C -1.189127 8.418126 -3.492128 -0.37 -1.00 0.07 -0.105
H 2.031343 4.229166 -5.370898 -0.78 -0.33 -0.02 0.082
H 2.938323 5.451536 -6.076258 0.19 0.88 0.49 0.089
H 1.231753 5.568816 -6.387658 -0.16 -0.79 -0.47 0.083
H 0.314993 4.656726 -4.109578 -0.21 -0.57 0.44 0.117
H -0.331467 5.922946 -4.986748 -0.40 0.66 -0.19 0.112
H 0.716093 5.988076 -2.182538 -0.26 0.23 0.60 0.112
H -1.027267 5.748126 -2.476918 -0.24 0.09 -0.16 0.129
H -2.126197 7.880496 -3.347328 -0.53 0.53 0.27 0.082
H -1.128117 8.536416 -4.573968 0.95 -0.76 -0.43 0.072
H -1.199557 9.469206 -3.203658 -0.09 -0.32 0.87 0.085
C -6.709627 -3.480794 4.961332 0.25 0.84 1.88 -0.062
O -5.871097 -2.795164 5.908192 0.63 0.36 0.47 -0.224
C -6.129617 -1.439124 6.241532 0.66 0.35 0.23 -0.198
C -5.031737 -0.796714 7.155312 0.90 -0.74 -1.29 -0.123
O -3.713297 -0.614244 6.452722 -2.45 -0.80 1.42 -0.205
C -2.956387 -1.816154 6.391252 0.63 0.24 -1.13 -0.126
H -6.659207 -2.959904 4.005182 -0.02 -0.58 -0.31 0.085
H -7.723147 -3.506064 5.361632 -0.38 0.22 -0.28 0.082
H -6.349697 -4.503504 5.073632 0.10 0.04 -1.01 0.088
H -7.077487 -1.333704 6.769302 -0.30 -0.09 0.14 0.120
H -6.181837 -0.805134 5.356422 -0.06 0.00 -0.39 0.107
H -4.910417 -1.362164 8.079242 0.33 -0.44 -0.11 0.117
H -5.361267 0.182696 7.502122 0.03 0.04 -0.50 0.092
H -3.355627 -2.627774 5.782982 -0.81 0.11 0.06 0.069
H -2.680797 -2.259274 7.348222 0.06 0.39 0.30 0.089
H -2.094717 -1.505274 5.800512 0.54 -0.13 0.49 0.076
C -1.796007 -7.465054 -0.632068 -0.31 1.17 1.51 -0.070
O -0.623567 -6.647634 -0.490408 -0.22 -0.66 -0.80 -0.173
C -0.778837 -5.360784 -0.998038 0.69 1.14 -1.31 -0.218
C -0.589297 -5.114964 -2.540848 -0.61 -1.69 0.70 -0.196
O 0.665673 -5.427034 -3.076268 0.26 0.81 -0.35 -0.158
C 1.644833 -4.518614 -2.664058 1.50 -0.67 1.10 -0.116
H -1.559537 -8.449844 -0.229138 0.02 -0.08 -0.79 0.097
H -2.369857 -7.368274 -1.553708 0.84 -0.58 -0.64 0.090
H -2.526317 -7.054634 0.065292 -0.26 0.03 0.51 0.062
H -0.019387 -4.722664 -0.546208 -0.03 -0.07 0.49 0.106
H -1.753667 -4.924684 -0.779838 -0.33 -0.04 0.32 0.103
H -0.855777 -4.075444 -2.731868 -0.16 0.19 -0.09 0.107
H -1.225947 -5.811604 -3.086248 -0.53 0.32 -0.03 0.126
H 2.582143 -4.677404 -3.197298 -0.36 -0.05 -0.52 0.070
H 1.916843 -4.774144 -1.639938 0.09 0.16 0.47 0.084
H 1.435863 -3.448924 -2.649678 -0.68 0.11 -0.51 0.093
C 0.498143 -5.251514 3.083322 0.79 -0.98 -0.05 -0.117
O -0.320447 -4.705574 4.048572 -1.04 0.87 1.69 -0.212
C 0.116393 -4.652534 5.438262 0.15 1.30 -1.28 -0.146
C 1.222343 -3.618324 5.686102 -0.60 0.86 -0.07 -0.173
O 0.714253 -2.271914 5.581142 0.32 -0.13 0.09 -0.215
C 1.460813 -1.248484 6.265492 -0.35 -0.85 -0.17 -0.080
H 0.763223 -6.257424 3.408862 0.55 -0.26 -0.13 0.095
H 1.386883 -4.655374 2.876312 0.26 0.06 0.07 0.080
H -0.025667 -5.392604 2.137902 -0.36 0.31 0.11 0.075
H 0.450853 -5.602024 5.856242 -0.03 -0.38 -0.37 0.123
H -0.762467 -4.302074 5.979462 -0.09 -0.20 0.00 0.123
H 2.022523 -3.729594 4.954362 0.35 -0.18 0.17 0.115
H 1.556133 -3.745144 6.715962 0.41 -0.26 0.06 0.121
H 1.663253 -1.529374 7.299042 -0.54 0.02 0.38 0.083
H 0.837983 -0.358594 6.174422 0.20 0.02 0.25 0.080
H 2.467783 -1.043684 5.901962 0.00 -0.13 -0.80 0.067
C 0.138803 -0.293764 -10.088848 0.88 -1.14 1.60 -0.096
O -0.644167 -1.307454 -9.490178 -1.21 -0.87 -2.16 -0.196
C -0.919747 -1.230864 -8.131368 -0.43 -0.06 0.05 -0.189
C -1.914857 -2.342664 -7.597578 1.38 1.28 -0.12 -0.162
O -1.257097 -3.550644 -7.227158 1.55 0.93 2.27 -0.159
C -0.342437 -3.288324 -6.048928 -0.48 -1.43 -0.47 -0.053
H 0.502553 -0.686074 -11.038528 -0.33 0.27 -0.07 0.090
H 0.991143 -0.252994 -9.410648 0.72 0.62 -0.18 0.079
H -0.274127 0.713396 -10.145578 -0.57 -0.08 -0.15 0.076
H -1.345247 -0.242034 -7.960288 -0.32 0.18 0.51 0.095
H 0.048343 -1.275704 -7.632468 -0.05 -0.02 0.66 0.100
H -2.735607 -2.549004 -8.284518 0.34 -0.10 -0.24 0.124
H -2.362247 -1.867904 -6.724338 -0.18 -0.10 0.28 0.095
H -0.046957 -4.212704 -5.552628 -0.22 -0.78 -0.84 0.069
H -0.780377 -2.827884 -5.163328 -0.75 0.93 -0.55 0.069
H 0.620773 -2.825794 -6.264338 -0.36 0.43 -0.55 0.072
C -0.343977 3.356896 12.616662 1.41 -0.42 -0.14 -0.095
O 0.639383 4.049596 11.846682 -0.44 0.47 0.01 -0.208
C 0.284953 4.362316 10.507512 -0.77 -1.02 0.14 -0.172
C 0.212293 3.077626 9.579582 0.02 1.34 0.14 -0.155
O -1.134027 2.849286 9.096082 1.80 0.88 0.73 -0.170
C -1.345607 1.634016 8.467062 -1.66 -1.02 0.04 -0.145
H 0.175203 3.203786 13.562762 -0.32 -0.02 0.17 0.086
H -0.480847 2.369686 12.175322 -0.49 -0.11 -0.02 0.078
H -1.293397 3.861176 12.796662 0.03 0.29 -0.37 0.089
H 0.986373 5.134486 10.191502 0.41 -0.52 -0.25 0.116
H -0.669707 4.887276 10.473682 -0.45 -0.23 -0.01 0.118
H 0.657373 2.214256 10.074152 -0.44 -0.20 0.49 0.117
H 0.939653 3.287206 8.795292 -0.40 -0.09 -0.82 0.102
H -2.350157 1.683096 8.046852 0.14 0.42 -0.81 0.071
H -1.581317 0.817856 9.150012 0.86 -0.29 0.74 0.083
H -0.635027 1.268036 7.725962 0.27 0.48 -0.07 0.082
C 7.743353 -3.565054 4.200072 -0.86 -1.34 -1.50 -0.086
O 6.801603 -2.863144 3.324742 0.25 0.00 0.76 -0.233
C 5.604173 -3.623274 2.909792 2.04 0.53 0.90 -0.157
C 4.768993 -2.706854 2.027012 -1.51 -0.99 1.06 -0.154
O 3.860473 -1.969174 2.880402 0.61 -0.13 -0.70 -0.210
C 4.413143 -0.870854 3.556512 -0.64 1.02 -0.03 -0.115
H 8.226713 -4.269144 3.522792 0.17 -0.49 0.22 0.078
H 7.253703 -4.131994 4.991852 -0.41 -0.01 -0.02 0.077
H 8.580313 -3.071014 4.693552 -0.57 1.30 -0.46 0.081
H 5.110443 -3.942764 3.827532 -0.70 0.53 0.08 0.118
H 5.859333 -4.600764 2.500512 0.46 0.15 -0.85 0.118
H 4.077253 -3.316994 1.446212 -0.06 -0.36 0.08 0.118
H 5.270223 -2.141964 1.241032 0.59 0.54 0.61 0.122
H 3.582783 -0.321564 4.000232 -0.29 -0.29 0.17 0.048
H 4.803143 -0.136424 2.851802 0.67 -0.11 -0.15 0.090
H 5.106933 -1.087384 4.368842 0.28 -0.33 -0.27 0.093
C 8.600473 -3.000524 -3.346658 -1.28 0.65 1.78 -0.064
O 7.250983 -3.493124 -3.380068 -0.36 -0.33 -0.74 -0.204
C 6.355183 -2.682994 -2.631558 -1.70 -0.60 -0.15 -0.184
C 4.862523 -3.096874 -2.841578 -0.22 0.02 -1.08 -0.174
O 4.323613 -2.926094 -4.164558 0.19 0.50 1.32 -0.217
C 4.765153 -3.934944 -5.006148 1.06 -0.22 -1.11 -0.128
H 8.748513 -3.015144 -2.266858 1.12 0.48 0.12 0.076
H 8.566883 -1.969744 -3.699438 0.46 0.08 -0.11 0.088
H 9.391963 -3.579504 -3.822508 -0.78 -0.36 -0.35 0.090
H 6.442623 -1.615074 -2.831568 0.29 0.12 -0.28 0.119
H 6.416473 -2.808034 -1.550488 0.85 -0.07 0.36 0.113
H 4.161183 -2.553184 -2.208628 0.51 0.63 0.26 0.121
H 4.645913 -4.129834 -2.569218 0.66 -0.41 0.14 0.109
H 4.674663 -4.936294 -4.585198 -0.65 -0.20 0.06 0.091
H 5.838993 -3.848544 -5.171968 0.09 0.14 -0.24 0.078
H 4.259963 -3.811424 -5.964078 -0.17 -0.30 0.11 0.096
C 5.150933 4.784946 -2.190898 1.50 -1.10 0.75 -0.100
O 4.511583 4.284446 -1.006368 -0.47 0.53 -0.49 -0.221
C 3.079483 4.423136 -1.129418 0.91 0.41 0.70 -0.163
C 2.245673 3.991076 0.071992 -0.78 -0.62 -0.76 -0.214
O 2.169263 4.835916 1.167692 -0.62 0.73 0.18 -0.152
C 3.256343 4.717346 2.016182 1.35 -0.28 -0.32 -0.103
H 6.181353 4.452296 -2.065698 0.22 -0.13 -0.02 0.077
H 5.290343 5.859576 -2.308488 -0.97 0.26 0.24 0.090
H 4.833483 4.292446 -3.110018 -0.62 0.15 -0.02 0.083
H 2.812113 3.825566 -2.000928 -0.54 0.22 -0.20 0.125
H 2.925513 5.497876 -1.225958 -0.53 0.08 -0.58 0.127
H 2.414273 2.956146 0.369642 0.58 -0.14 0.15 0.097
H 1.210953 3.968496 -0.269968 -0.09 -0.01 -0.49 0.129
H 3.362883 3.688186 2.359082 -0.21 -0.12 0.44 0.076
H 3.192123 5.423876 2.843702 -0.13 -0.15 -0.17 0.085
H 4.154163 4.887696 1.422042 0.42 0.39 0.23 0.088
C -4.827767 2.420236 5.896202 -0.38 -0.21 -0.21 -0.093
O -5.531357 3.429306 5.181642 1.38 -0.07 0.62 -0.165
C -6.316447 2.903306 4.146592 -0.79 0.74 1.11 -0.215
C -7.462907 3.900986 3.990782 -0.10 -1.02 -1.94 -0.212
O -6.938107 4.967916 3.224892 0.74 0.75 -0.72 -0.194
C -7.877487 5.757196 2.466492 -0.66 -0.90 2.29 -0.076
H -3.980667 2.710056 6.517912 0.03 0.98 -0.44 0.078
H -4.447497 1.700146 5.171652 -0.04 -0.47 0.28 0.082
H -5.522457 2.003426 6.625412 -0.16 -0.56 -0.22 0.076
H -6.695687 1.902066 4.351062 -0.34 -0.15 0.71 0.110
H -5.784977 2.732026 3.210482 0.27 0.65 -0.25 0.129
H -8.066697 4.185136 4.852642 0.84 0.36 0.69 0.129
H -8.198847 3.286116 3.472682 -0.45 0.25 -1.06 0.110
H -8.390387 5.058056 1.806012 -0.34 0.49 -0.27 0.086
H -7.558267 6.693166 2.008072 1.13 -0.67 -0.30 0.084
H -8.494777 6.148846 3.274992 -1.14 -0.03 -0.36 0.079
C -0.326057 -0.714444 2.907572 1.14 1.09 0.15 -0.085
O -0.126757 -0.547724 1.529762 -1.37 -0.34 -0.53 -0.222
C 1.094703 -0.945194 1.015872 1.64 1.53 0.14 -0.183
C 1.703393 0.272306 0.231722 -1.90 -1.30 -1.11 -0.120
O 1.089363 0.415306 -1.074578 0.74 -0.39 -0.33 -0.207
C -0.297807 0.620546 -1.106918 -1.19 1.08 1.61 -0.136
H -1.198267 -0.102714 3.138092 -0.29 -0.70 0.27 0.091
H 0.503223 -0.194264 3.386962 0.26 0.10 0.50 0.082
H -0.256907 -1.737744 3.276592 -0.67 -0.16 -0.12 0.085
H 1.027333 -1.866614 0.437472 -0.04 0.05 -0.39 0.129
H 1.812463 -1.114894 1.818442 0.09 -0.31 0.28 0.099
H 2.766333 0.119276 0.045042 -0.02 0.16 0.02 0.113
H 1.470763 1.206166 0.743462 0.29 -0.17 0.60 0.109
H -0.630897 1.314086 -1.879038 0.50 -0.36 -0.52 0.083
H -0.637007 1.139706 -0.210528 0.30 0.36 0.44 0.086
H -0.978347 -0.228884 -1.048478 0.55 -0.69 -0.64 0.079
C 3.177693 2.720876 4.844432 -0.44 0.55 1.31 -0.086
O 1.991033 3.513456 4.584972 0.76 -0.60 -0.87 -0.221
C 1.870823 4.761626 5.279802 -0.42 -0.76 0.02 -0.194
C 0.385583 5.275606 5.162912 1.31 -3.42 -0.27 -0.096
O -0.549307 4.272416 5.744502 1.02 1.96 0.68 -0.191
C -1.047927 3.174596 5.013182 -0.01 0.14 -0.55 -0.113
H 3.091753 2.477126 5.903342 0.53 -0.12 0.25 0.084
H 4.159563 3.148656 4.641852 -0.14 1.08 0.11 0.083
H 3.325083 1.769036 4.334162 -1.40 0.06 -0.57 0.055
H 2.558553 5.498556 4.865002 -0.02 0.27 -0.29 0.100
H 2.196253 4.633316 6.312142 -0.29 -0.12 0.37 0.111
H 0.242463 5.321046 4.083312 -0.50 0.52 -0.01 0.120
H 0.420213 6.233876 5.681202 -0.99 -0.16 0.04 0.120
H -1.767467 3.474996 4.251512 0.16 0.29 -0.44 0.086
H -1.654517 2.548596 5.667602 0.30 0.15 0.48 0.062
H -0.259757 2.558566 4.580292 0.06 0.07 -0.11 0.072
```
Positions in Å, forces in eV/Å.